1.
Below is 3 unconnected molecules or ions with the total composition C22H31F2NO5P2S in a non-equilibrium geometry, with properties calculated with ωB97M-V/def2-TZVPD.

Geometry as XYZ:
```
64
Properties=species:S:1:pos:R:3:forces:R:3:mulliken_charge:R:1
C 2.90190 4.46366 4.48734 -0.278 0.059 0.139 -1.227
C 2.28625 3.08411 4.71058 -0.225 0.104 0.070 -0.547
P 2.77391 1.83740 3.46282 0.584 -0.132 -0.006 -0.133
C 2.15796 0.29105 4.23142 -0.085 -0.124 0.066 -0.456
C 2.77755 -0.95916 3.59040 -0.341 0.088 -0.022 -1.232
C 1.72096 2.23091 1.91149 -0.100 -0.217 -0.138 0.790
P 0.07289 1.39951 1.75387 -1.104 0.724 0.789 1.207
N -1.00133 2.02395 2.66096 0.476 -0.186 -0.039 -0.929
O 0.18985 -0.17635 2.05818 0.587 -0.072 -0.191 -0.572
O -0.33697 1.41574 0.20340 0.327 -0.306 -0.073 -0.496
O 1.36848 3.62786 2.05699 0.348 0.032 0.372 -0.297
C 2.04840 4.36323 1.13916 -0.138 0.179 -0.256 0.451
O 2.29283 5.51987 1.25042 -0.351 -0.136 -0.163 -0.559
O 2.37350 3.55994 0.10694 0.543 0.188 0.153 -0.357
C 2.68240 2.27544 0.69076 -0.317 0.094 -0.619 -1.208
C 2.60483 1.25696 -0.42073 0.112 -0.243 -0.151 -0.195
C 3.87291 1.29623 -1.29608 -0.527 0.018 -0.152 -0.681
C 3.55489 1.22763 -2.79231 0.390 -0.043 -0.156 -0.813
S 4.70072 2.21325 -3.81508 -0.044 0.124 -0.073 -0.222
H 3.91086 4.38908 4.08846 0.102 0.037 -0.037 0.349
H 2.94240 5.00684 5.42926 0.085 0.031 0.094 0.405
H 2.29380 5.05483 3.81043 0.110 0.033 -0.126 0.247
H 1.20847 3.15059 4.86009 -0.104 -0.021 -0.078 0.364
H 2.68369 2.65820 5.63434 0.085 -0.099 0.034 0.457
H 2.47645 0.36343 5.27132 0.103 0.037 0.062 0.509
H 1.07661 0.22955 4.26825 -0.216 0.056 -0.087 0.373
H 2.09273 -1.80479 3.64127 -0.006 -0.063 0.061 0.273
H 3.01653 -0.79261 2.53662 0.118 -0.051 -0.057 0.300
H 3.69459 -1.24013 4.09693 0.184 -0.018 -0.082 0.395
H -0.69137 2.78997 3.24136 -0.186 0.038 0.026 0.274
H 0.99683 -0.58811 1.71764 -0.100 -0.025 -0.100 0.232
H -0.94520 0.68433 0.01888 0.015 0.116 -0.145 0.328
H 3.71828 2.33935 1.02730 -0.009 -0.058 0.344 0.612
H 2.43666 0.25409 -0.03182 0.036 -0.053 0.135 0.078
H 1.74506 1.48821 -1.04197 -0.202 0.022 0.122 0.521
H 4.52430 0.46221 -1.04647 0.284 0.140 0.152 0.395
H 4.38484 2.23778 -1.11445 0.211 -0.010 0.081 0.583
H 2.56297 1.61128 -3.01156 -0.095 0.069 0.040 0.342
H 3.61082 0.21201 -3.17084 -0.217 -0.119 0.024 0.348
H 5.50246 1.22481 -4.21788 0.047 -0.094 0.045 0.124
F 1.33798 -1.40081 -1.22594 0.056 0.003 -0.110 -0.231
C 0.17932 -2.08034 -1.40420 -0.029 -0.053 0.015 0.613
C -0.52754 -2.44671 -0.28148 -0.081 -0.114 0.127 -0.199
C -1.70747 -3.16042 -0.44227 -0.031 0.045 -0.103 -0.753
C -2.15773 -3.48804 -1.71457 0.108 0.045 0.004 -0.636
C -1.42192 -3.09785 -2.82777 -0.024 -0.006 0.060 -0.551
C -0.23974 -2.38515 -2.68184 0.041 0.047 -0.074 -0.632
H -0.15207 -2.18996 0.69736 -0.057 -0.027 0.031 0.375
H -2.27630 -3.45631 0.42899 0.009 -0.012 0.011 0.413
H -3.07470 -4.04252 -1.83848 0.092 0.014 0.009 0.728
H -1.76909 -3.35306 -3.82019 -0.004 0.006 -0.011 0.390
H 0.34816 -2.07264 -3.53421 0.009 -0.004 0.008 0.454
F -5.05223 -4.61146 -2.13422 -0.205 -0.091 -0.020 -0.313
C -5.90148 -3.86353 -2.87873 -0.015 0.048 -0.020 0.446
C -6.87494 -4.50338 -3.61647 -0.015 -0.074 -0.014 -0.528
C -7.74020 -3.72882 -4.37562 0.016 0.047 0.008 -0.319
C -7.61674 -2.34621 -4.38899 -0.007 0.000 -0.007 -0.565
C -6.62469 -1.73190 -3.63741 -0.023 -0.029 -0.020 -0.345
C -5.75463 -2.49189 -2.86879 0.046 0.045 0.031 -0.365
H -6.94805 -5.58200 -3.59285 0.008 0.001 0.018 0.417
H -8.51426 -4.20980 -4.95815 0.000 -0.010 -0.008 0.354
H -8.29353 -1.74853 -4.98406 -0.003 0.005 -0.002 0.371
H -6.52475 -0.65497 -3.64709 -0.001 0.010 0.011 0.357
H -4.97713 -2.03581 -2.27069 0.008 -0.017 -0.001 0.487
```
Positions in Å, forces in eV/Å.

The value obtained for the HOMO energy is -8.9 eV. The total energy is -2568.52251 a.u. The calculation puts the HOMO-LUMO gap at 9.312 eV. Its SMILES is CCP(CC)[C@@]1(P(=N)(O)O)OC(=O)O[C@@H]1CCCS.Fc1ccccc1.Fc1ccccc1. For the molar mass, the calculation gives 521.50 g/mol. Its net charge is 0.

=====

2.
Below is 2 unconnected molecules or ions with the total composition C22H31FN2O4PS2 in a non-equilibrium geometry, with properties calculated with ωB97M-V/def2-TZVPD.

Geometry as XYZ:
```
63
Properties=species:S:1:pos:R:3:forces:R:3:mulliken_charge:R:1
F -6.74998 -3.46100 -3.48513 -1.719 0.984 1.082 -0.274
N -5.80715 -3.70073 -4.49274 1.941 -0.487 -3.049 -0.423
C -6.14248 -2.89122 -5.69751 -0.258 -0.207 1.304 -0.660
C -5.29272 -1.48831 -5.71703 -0.397 -0.228 -0.258 -0.163
C -3.95856 -1.72825 -6.58466 -0.907 -0.800 1.046 -0.702
S -2.46929 -0.81222 -5.96619 0.529 0.114 1.146 -0.156
C -2.02861 -1.47665 -4.27672 -1.201 -1.583 -1.092 -0.097
S -2.76032 -2.89552 -3.77886 0.958 1.580 -0.678 -0.083
N -1.07352 -0.64059 -3.50568 -1.371 -0.970 1.380 0.080
C -1.86130 0.37455 -2.77629 -1.590 4.165 1.967 -0.224
C -3.17390 0.09148 -1.99819 0.425 2.371 0.579 0.131
C -3.97557 1.19413 -1.21406 4.379 1.017 -2.666 -0.662
C -3.37478 2.63204 -1.26402 0.929 -2.174 -0.888 -0.277
C -2.06584 2.99286 -2.02243 -1.752 -4.221 0.157 -0.486
C -1.32162 1.85219 -2.79047 -2.774 -0.046 1.877 -0.263
C -0.19891 -1.42757 -2.62586 2.937 -2.165 3.289 0.580
C 0.08275 -1.02854 -1.13101 1.699 -2.551 -0.975 -0.338
C 1.05608 -1.86441 -0.21935 -0.539 -1.057 -3.313 -0.403
C 1.75540 -3.14399 -0.73263 -2.550 2.794 -2.037 -0.456
C 1.49554 -3.55567 -2.20698 -1.295 2.837 1.665 -0.452
C 0.57097 -2.71418 -3.11098 0.438 0.610 2.421 -0.225
H -7.28371 -2.70536 -5.69340 1.567 0.022 -0.224 0.385
H -5.86276 -3.50799 -6.63910 -0.395 0.917 1.357 0.250
H -5.94097 -0.62831 -6.14654 1.232 -1.104 0.550 0.301
H -5.03760 -1.27627 -4.62448 -0.352 -0.229 -1.564 0.026
H -3.69810 -2.84901 -6.52970 -0.448 1.706 -0.243 0.381
H -4.16555 -1.38654 -7.65372 0.776 -0.449 1.370 0.302
H -3.61491 -0.96679 -1.92288 1.004 1.734 -0.426 0.270
H -4.93827 0.92334 -0.65385 1.740 0.548 -1.013 0.329
H -3.92768 3.44601 -0.66998 1.017 -1.286 -1.109 0.263
H -1.69779 4.07168 -1.97693 -0.464 -1.838 -0.235 0.325
H -0.36536 2.15966 -3.34612 -1.620 -0.908 0.857 0.313
H -0.36946 -0.10461 -0.63396 0.569 -1.506 -1.087 0.253
H 1.23959 -1.49192 0.85565 -0.371 -0.673 -1.954 0.268
H 2.45124 -3.70592 -0.03114 -1.078 0.715 -1.228 0.294
H 2.03376 -4.50797 -2.56831 -1.161 1.809 0.299 0.265
H 0.42717 -3.06132 -4.18681 0.123 0.580 1.716 0.334
O 2.56549 3.37528 4.22202 -4.236 -1.318 1.202 -0.745
P 2.55820 1.84429 4.11982 8.942 0.068 -2.913 1.064
O 4.00064 1.70155 4.94266 -0.628 -0.190 0.959 -0.383
C 4.23316 2.39888 6.15951 0.335 0.122 0.244 -0.347
C 3.71769 1.62312 7.35485 -0.040 -0.112 0.057 -0.980
O 3.17815 1.78341 2.57928 -1.679 -0.413 0.056 -0.361
C 2.92581 2.85846 1.67651 0.061 0.453 -0.224 -0.321
C 4.06145 3.87017 1.70711 0.294 -0.077 -0.111 -1.035
O 2.49679 0.14026 3.99989 -2.182 1.939 0.072 -0.304
C 3.28806 -0.80515 4.69698 -0.111 -0.647 1.000 -0.023
C 2.52860 -1.33407 5.90099 -0.127 -0.402 0.017 -1.185
H 3.80401 3.40222 6.15092 -0.075 -0.080 -0.213 0.321
H 5.31618 2.52056 6.25169 -0.018 -0.081 -0.158 0.306
H 2.63059 1.51647 7.30522 0.016 0.050 0.061 0.230
H 3.96962 2.13441 8.28763 -0.036 0.007 -0.070 0.407
H 4.15157 0.62107 7.38572 -0.017 0.059 0.008 0.215
H 1.96410 3.32942 1.89594 0.200 0.009 0.062 0.332
H 2.84429 2.43665 0.67112 0.028 -0.186 0.161 0.355
H 4.38303 4.10440 2.72212 -0.255 0.026 0.050 0.261
H 3.76658 4.79748 1.21037 0.007 -0.058 0.011 0.341
H 4.94003 3.46924 1.19161 -0.121 0.028 -0.013 0.301
H 4.27508 -0.43914 4.97116 -0.265 0.378 -0.058 0.237
H 3.46684 -1.63584 4.00669 -0.302 0.245 -0.280 0.355
H 2.04587 -0.53238 6.45912 0.190 0.057 0.028 0.267
H 3.19761 -1.88333 6.56901 -0.069 0.038 -0.006 0.336
H 1.73474 -2.01454 5.58013 0.069 0.064 0.032 0.351
```
Positions in Å, forces in eV/Å.

The value obtained for the HOMO energy is -1.9 eV. The total energy is -2504.50025 a.u. The calculation puts the HOMO-LUMO gap at 1.421 eV. For the molar mass, the calculation gives 501.61 g/mol. Its net charge is -1.

=====

3.
Below is a molecular structure, C22H31FN6O4PPdS, with properties calculated with ωB97M-V/def2-TZVPD.

Geometry as XYZ:
```
67
Properties=species:S:1:pos:R:3:forces:R:3:mulliken_charge:R:1
Pd 0.91168 0.61130 -1.43690 0.489 0.465 0.135 -0.397
C 0.53421 -0.74582 3.71736 -0.002 -0.028 -0.019 -0.962
C 1.76574 -0.37053 2.98354 -0.098 -0.136 0.041 1.014
N 2.98152 -0.65590 3.31617 0.133 -0.068 0.073 -0.978
N 3.73515 -0.11942 2.30011 -0.116 0.058 -0.029 0.307
C 3.01164 0.49037 1.33850 0.097 0.054 -0.066 -0.040
S 3.52358 1.23613 -0.04686 0.057 0.103 -0.024 -0.375
N 1.72891 0.32327 1.79811 0.064 -0.112 0.305 0.272
N 0.60499 0.73968 1.13193 -0.305 -0.150 -0.669 -0.331
H 0.80438 -1.30822 4.60734 0.011 -0.001 -0.004 0.382
H -0.12025 -1.34020 3.07551 -0.021 0.039 0.018 0.064
H -0.02578 0.14477 4.00742 -0.004 -0.006 0.006 0.297
H 4.73385 -0.20531 2.29292 0.017 -0.018 -0.012 0.209
H -0.05722 -0.03938 0.94905 -0.051 0.098 0.309 0.101
H 0.12777 1.48727 1.61692 0.142 0.114 0.035 0.294
C -1.84168 2.55885 -2.85543 -0.022 0.049 0.053 -1.622
C -0.80971 3.16414 -1.88736 -0.121 0.103 -0.029 2.318
C -1.32878 2.93082 -0.45753 0.014 0.047 -0.065 -0.318
C -0.69679 4.67338 -2.13773 -0.017 -0.037 0.009 -2.046
C 0.50896 2.44100 -2.06631 -0.098 -0.308 -0.173 -1.089
H -2.83630 2.98929 -2.68048 0.032 0.013 -0.022 0.370
H -1.88439 1.47959 -2.71179 -0.029 -0.049 0.015 0.267
H -1.56071 2.75405 -3.89252 0.022 -0.017 -0.008 0.435
H -2.32921 3.36420 -0.33626 0.056 0.006 -0.010 0.578
H -0.66718 3.39300 0.27963 0.018 -0.016 0.007 0.485
H -1.37651 1.85828 -0.25942 -0.017 -0.043 -0.001 -1.040
H -1.65898 5.17792 -2.00270 -0.008 0.012 -0.008 0.393
H -0.35396 4.86576 -3.15740 0.005 -0.004 -0.008 0.453
H 0.02537 5.12218 -1.45125 -0.012 0.003 0.009 0.450
H 1.32656 3.14444 -2.27814 -0.021 0.048 0.145 0.343
F -4.20393 3.00213 2.09900 -0.043 -0.050 0.061 -0.309
C -4.44885 1.68427 2.19200 0.232 0.053 -0.400 0.346
C -4.03853 0.84316 1.23074 -0.161 -0.032 0.350 -0.314
N -4.28206 -0.50783 1.29448 0.018 0.135 -0.136 0.151
C -3.74313 -1.35106 0.22977 0.194 -0.005 -0.051 -1.151
C -2.23829 -1.03710 0.00633 -0.067 0.011 0.183 0.709
O -1.55406 -0.97338 1.06765 -0.072 -0.011 -0.110 -0.701
O -1.86876 -0.86949 -1.16026 -0.050 -0.197 -0.028 -0.623
C -4.93048 -1.07022 2.36006 -0.149 -0.264 0.213 0.514
O -5.17484 -2.25707 2.47902 0.068 0.132 -0.090 -0.669
N -5.32485 -0.16693 3.33671 0.073 0.079 -0.137 -0.068
C -5.14873 1.21199 3.36635 -0.104 -0.127 0.182 0.155
O -5.55368 1.88201 4.29364 0.007 0.065 -0.004 -0.657
H -3.48926 1.18528 0.36374 -0.008 0.051 -0.002 0.726
H -4.29952 -1.19210 -0.69338 -0.005 0.026 0.010 0.157
H -3.86007 -2.38148 0.55487 0.008 -0.017 -0.026 0.347
H -5.80286 -0.57993 4.12256 -0.014 0.023 0.032 0.217
C 0.80360 -2.86235 -0.31023 0.048 0.001 0.068 -1.211
P 1.45630 -1.64095 -1.50615 -0.274 -0.051 -0.143 1.113
C 0.94154 -2.45022 -3.06872 -0.016 -0.008 0.045 -1.302
C 3.24796 -1.98873 -1.46603 0.066 -0.027 0.031 0.622
C 4.02600 -1.65662 -2.57448 -0.011 0.012 0.005 -0.709
C 5.40292 -1.79880 -2.54747 0.018 0.008 -0.038 -0.584
C 6.03353 -2.26809 -1.40392 0.035 -0.013 0.040 -0.423
C 5.27273 -2.59343 -0.29144 0.063 -0.016 0.020 -0.707
C 3.89270 -2.45502 -0.32177 -0.057 -0.024 -0.063 -0.224
H 1.11441 -2.61831 0.70685 -0.007 -0.003 -0.002 0.160
H 1.11805 -3.87977 -0.55413 0.025 0.011 0.020 0.505
H -0.28132 -2.78525 -0.33324 -0.017 0.000 -0.034 0.283
H 1.31769 -3.47084 -3.17018 0.001 0.001 0.040 0.395
H 1.26491 -1.84671 -3.91490 0.002 -0.005 -0.009 0.378
H -0.14979 -2.45069 -3.05843 -0.004 0.014 -0.029 0.372
H 3.54938 -1.25573 -3.46120 -0.008 0.007 0.004 0.261
H 5.98769 -1.52889 -3.41866 0.000 -0.004 0.009 0.363
H 7.11146 -2.37187 -1.37927 -0.008 -0.001 0.007 0.367
H 5.75337 -2.95673 0.60988 0.009 0.000 -0.012 0.423
H 3.32192 -2.70815 0.56383 -0.010 0.004 -0.021 0.257
```
Positions in Å, forces in eV/Å.

For the energy relative to the best compared isomer or geometry (same formula, charge and spin), the calculation gives 0.91 kcal per mole. The value obtained for the HOMO energy (alpha / beta) is -3.5 / -3.7 eV. The total energy is -2453.77637 a.u. The calculation puts the HOMO-LUMO gap (alpha / beta) at 6.121 / 6.320 eV. For the molar mass, the calculation gives 631.99 g/mol. Its net charge is -1.